# 1
Entry from the OMol25 dataset: a single C17H21N5O2 molecule in a non-equilibrium geometry (ωB97M-V/def2-TZVPD).

Element x y z (Å)
C -5.8993 0.8405 -2.2266
C -5.1392 1.4715 -1.0336
C -6.0428 1.2896 0.1972
C -4.9228 3.0066 -1.2045
O -3.9045 0.8015 -0.7565
C -2.8438 0.7101 -1.6105
O -2.7949 1.1987 -2.7473
N -1.7409 -0.0216 -1.1749
C -0.5140 -0.1377 -2.0002
C 0.7720 -0.4477 -1.2911
C 0.8462 -0.4981 0.0898
C 2.0958 -0.6175 0.8038
C 3.3412 -1.0647 0.3922
N 4.1134 -0.9410 1.5186
C 5.5006 -1.2377 1.6084
C 6.1270 -1.4137 2.8554
C 7.5077 -1.6568 2.9395
C 8.2092 -1.7427 1.7341
C 7.5247 -1.6406 0.5253
N 6.2013 -1.4230 0.4906
N 3.3585 -0.3945 2.5345
N 2.1594 -0.1957 2.1127
C -0.4107 -0.2542 0.9118
C -1.7081 -0.6548 0.1458
H -5.9930 -0.2022 -2.0568
H -6.8953 1.2916 -2.3642
H -5.4283 0.9787 -3.1759
H -5.5542 1.7175 1.0560
H -6.9601 1.8792 0.0506
H -6.3068 0.2496 0.3660
H -4.2789 3.2846 -2.0240
H -5.8424 3.5451 -1.4205
H -4.5970 3.3949 -0.2515
H -0.3524 0.8211 -2.5701
H -0.7078 -0.8986 -2.7334
H 1.6537 -0.4988 -1.8934
H 3.6282 -1.4437 -0.5951
H 5.5789 -1.3082 3.7955
H 8.0547 -1.8061 3.8753
H 9.2614 -1.9272 1.7649
H 8.0704 -1.7929 -0.4102
H -0.4933 0.7905 1.2420
H -0.3459 -0.9402 1.7576
H -1.7484 -1.7347 0.0352
H -2.5796 -0.3762 0.7376

The HOMO energy comes out at -8.3 eV. As for the SMILES: CC(C)(C)OC(=O)N1CC=C(c2cn(-c3ccccn3)nn2)CC1. The total energy comes out at -29514.26476 eV.

=====

# 2
Entry from the OMol25 dataset: a molecular structure, C42H41NO3P2PdS in a non-equilibrium geometry (ωB97M-V/def2-TZVPD).

Element x y z (Å)
Pd -0.1348 0.9189 -3.1286
C -2.1803 0.9734 -4.9235
C -2.1580 -0.5160 -4.9759
C -1.3225 -1.2177 -6.0990
C -0.0096 -0.4656 -6.4331
C 0.6972 0.2237 -5.2717
C 0.4954 1.5345 -4.8714
C -0.3734 2.4614 -5.7485
C -1.7659 1.8754 -6.0406
C 0.9148 0.2433 -1.0173
H -3.0987 1.3455 -4.4029
H -3.2313 -0.7424 -5.1786
H -2.0370 -1.1979 -6.9564
H -1.1108 -2.2968 -5.9294
H 0.6884 -1.2330 -6.8510
H -0.2491 0.1665 -7.3239
H 1.6442 -0.2869 -5.0522
H 1.1775 2.0865 -4.2046
H 0.1303 2.8028 -6.6767
H -0.5024 3.3989 -5.1732
H -2.4405 2.7213 -5.8923
H -1.9061 1.6133 -7.1035
H 0.4948 1.1119 -0.4358
H 1.9792 0.3897 -0.6911
H 0.5123 -0.6776 -0.6039
P -1.5211 -0.9229 -3.2142
P 2.2558 -0.1739 -2.4643
C 0.1115 -1.9713 -3.4696
C 1.4232 -1.6184 -3.2409
C -2.4235 -2.3385 -2.4968
C -2.7693 -3.4858 -3.2338
C -3.6308 -4.4367 -2.6691
C -3.9844 -4.3048 -1.3137
C -3.4547 -3.2796 -0.5143
C -2.6808 -2.3045 -1.1239
C -2.8163 0.3676 -2.3989
C -2.5020 1.6790 -1.9357
C -3.3785 2.7408 -2.2607
C -4.6861 2.4395 -2.6664
C -5.0777 1.1106 -2.7935
C -4.1722 0.0765 -2.5650
C 3.6172 -1.0618 -1.6799
C 3.3457 -2.2958 -1.0584
C 4.4004 -3.1068 -0.6406
C 5.7193 -2.6611 -0.7578
C 5.9730 -1.4166 -1.3472
C 4.9298 -0.5878 -1.7665
C 2.9672 1.5227 -2.8485
C 2.3622 2.6163 -2.1498
C 2.5433 3.9419 -2.5712
C 3.5903 4.1923 -3.4652
C 4.3524 3.1576 -3.9954
C 3.9766 1.8188 -3.7978
H -0.1026 -3.0508 -3.7146
H 2.2241 -2.3419 -3.4727
H -2.3673 -3.5841 -4.2447
H -3.9896 -5.2500 -3.3271
H -4.6634 -5.0553 -0.9126
H -3.6778 -3.2776 0.5552
H -2.3281 -1.4926 -0.4937
H -1.6607 1.8953 -1.2487
H -3.1093 3.8095 -2.1779
H -5.3992 3.2295 -2.9187
H -6.0930 0.8352 -3.0801
H -4.4495 -0.9721 -2.5497
H 2.3088 -2.6192 -0.9356
H 4.1880 -4.0858 -0.2121
H 6.5422 -3.2877 -0.3903
H 6.9974 -1.0676 -1.4656
H 5.1249 0.4161 -2.1433
H 1.6848 2.4358 -1.3107
H 1.8911 4.7519 -2.2046
H 3.7844 5.2162 -3.7617
H 5.2373 3.3284 -4.6121
H 4.5078 1.0098 -4.3210
O -1.7247 3.6119 3.3725
S -0.9107 2.4652 3.0361
O 0.4737 2.4249 3.4378
N -1.1085 1.9968 1.4907
C -1.7234 0.7903 1.4032
O -1.9550 0.1745 0.3375
C -2.0793 0.1887 2.7410
C -2.6481 -1.0757 2.9927
C -2.7931 -1.5291 4.3014
C -2.4232 -0.6639 5.3351
C -1.8712 0.6135 5.0887
C -1.6967 1.0140 3.7682
H -2.9376 -1.6855 2.1515
H -3.1816 -2.5094 4.5221
H -2.5675 -0.9844 6.3350
H -1.5912 1.2941 5.8821

The HOMO energy (alpha / beta) comes out at -6.1 / -8.0 eV. The total energy comes out at -84732.84499 eV. As for the spin multiplicity: 3.

=====

# 3
Entry from the OMol25 dataset: 5 unconnected molecules or ions with the total composition C4H16ClO4 in a non-equilibrium geometry (ωB97M-V/def2-TZVPD).

Element x y z (Å)
Cl 1.7802 0.1329 0.2254
C 0.7851 -3.0312 -1.1129
O 1.4271 -3.1302 0.1521
H 1.4374 -3.1302 -1.9806
H -0.1466 -3.5966 -1.1329
H 0.3142 -2.0799 -1.3610
H 1.8731 -2.3077 0.3670
C -2.1154 -1.2272 1.0731
O -1.3946 -0.3269 1.9288
H -3.1313 -0.9416 0.8002
H -1.6027 -1.4144 0.1296
H -2.2183 -2.1792 1.5938
H -0.4492 -0.4486 1.8144
C 1.5692 3.3880 2.1925
O 2.1357 3.2269 0.8685
H 1.4362 4.4512 2.3929
H 0.5613 2.9997 2.3387
H 2.1690 2.8751 2.9444
H 1.9805 2.3313 0.5595
C -1.2859 0.6206 -2.5796
O -0.8587 1.4352 -1.5498
H -2.3536 0.4606 -2.4293
H -1.0809 1.1958 -3.4825
H -0.7413 -0.3234 -2.6008
H -0.0904 1.0194 -1.1519

The HOMO energy comes out at -5.6 eV. The total energy comes out at -25120.98244 eV. The charge is -1.

=====

# 4
Entry from the OMol25 dataset: a molecular structure, C15H24AsF6N5O5 in a non-equilibrium geometry (ωB97M-V/def2-TZVPD).

Element x y z (Å)
As 1.0935 -0.3000 -0.2012
F 1.7338 1.1669 0.5245
F -0.3417 -0.3788 0.8214
F 0.4983 -1.7751 -0.9784
F 2.3986 -0.3270 -1.3331
F 1.9707 -1.2533 0.9767
F 0.1672 0.7428 -1.2705
C 2.6331 4.1477 -1.2540
O 3.5236 3.2128 -1.6988
H 1.9008 4.3342 -2.0750
H 2.0895 3.8562 -0.3238
H 3.0396 5.1648 -1.0132
C -2.0792 -3.4585 2.1911
N -3.5260 -3.6268 1.9799
O -4.2595 -3.2394 2.8666
O -3.9320 -4.0479 0.9225
H -1.5914 -3.9176 1.3388
H -1.8385 -3.9912 3.1114
H -1.7661 -2.4363 2.3801
C -1.3577 1.3638 3.0831
N -2.5606 0.5685 3.3882
O -3.3702 0.3889 2.5124
O -2.7103 0.1664 4.5201
H -0.5020 0.7143 2.9186
H -1.1646 2.0417 3.9083
H -1.5156 1.9308 2.1716
N 0.2890 -1.2246 -3.7648
C -0.0311 -0.3557 -4.7490
C 0.9692 -0.4227 -5.7137
C 1.8302 -1.4664 -5.3315
C 1.4173 -1.9314 -4.1251
H -0.1453 -1.3459 -2.8660
H -0.8476 0.3380 -4.6829
H 0.9401 0.1429 -6.6330
H 2.6771 -1.8425 -5.8847
H 1.8293 -2.6819 -3.4737
N 2.6480 1.0255 3.0074
C 3.0572 0.0609 3.8885
C 4.0096 0.6154 4.7046
C 4.0709 2.0014 4.3772
C 3.3411 2.1932 3.2408
H 2.0763 0.8966 2.1643
H 2.7071 -0.9546 3.8140
H 4.5477 0.1387 5.5092
H 4.7524 2.6278 4.9358
H 3.1766 3.0582 2.6208
N -2.5305 0.7251 -1.8952
C -3.1554 0.3978 -3.0827
C -3.7904 -0.8073 -2.8771
C -3.7420 -1.0935 -1.5096
C -2.8710 -0.1939 -0.9307
H -1.8229 1.4136 -1.7054
H -2.9000 0.9044 -3.9967
H -4.3505 -1.3441 -3.6284
H -4.2337 -1.8580 -0.9285
H -2.4517 -0.0648 0.0487

The HOMO energy comes out at 0.4 eV. The total energy comes out at -110772.86593 eV. The charge is -2.

=====

# 5
Entry from the OMol25 dataset: 2 unconnected molecules or ions with the total composition C21H26N2O6 in a non-equilibrium geometry (ωB97M-V/def2-TZVPD).

Element x y z (Å)
C -1.0935 4.7825 -3.8896
N -1.8096 3.9087 -2.9604
C -1.7854 3.9531 -1.6252
O -2.4808 3.1747 -0.9792
C -0.8464 4.9219 -0.8912
N -1.5796 5.6954 0.1216
C -2.3744 6.7198 -0.1772
C -3.1535 7.3346 0.9613
O -2.4819 7.1656 -1.3125
C 0.3028 4.1255 -0.2561
C 1.3789 5.0389 0.3310
O -0.1725 3.3063 0.7879
H -1.3977 5.8204 -3.7293
H -1.3309 4.5048 -4.9181
H -0.0161 4.6931 -3.7405
H -2.4467 3.2296 -3.3493
H -0.4130 5.6184 -1.6053
H -1.5513 5.3556 1.0709
H -2.4624 7.7240 1.7056
H -3.7945 6.5776 1.4085
H -3.7663 8.1460 0.5717
H 0.7605 3.4967 -1.0216
H 0.9622 5.6530 1.1293
H 1.7830 5.6841 -0.4487
H 2.1845 4.4289 0.7387
H -0.9334 2.8167 0.4432
O 1.6194 -0.1040 -0.4215
C 1.8119 -0.2654 0.7728
O 2.3393 0.6933 1.5655
C 1.4397 -1.5475 1.3932
C 1.0258 -1.5895 2.7355
C 0.6334 -2.7960 3.3228
C 0.6721 -3.9802 2.5823
C 1.1147 -3.9715 1.2529
C 1.2212 -5.2266 0.5018
C 2.4343 -5.5838 -0.1031
C 2.5538 -6.7920 -0.7957
C 1.4541 -7.6477 -0.9045
C 0.2276 -7.3014 -0.3195
C -0.9674 -8.2061 -0.4473
O -1.1479 -8.8843 0.7942
C 0.1261 -6.0967 0.3926
C 1.4814 -2.7505 0.6642
H 2.4232 1.4696 0.9921
H 0.9956 -0.6746 3.3223
H 0.3054 -2.8142 4.3580
H 0.3843 -4.9173 3.0502
H 3.2948 -4.9265 -0.0197
H 3.5005 -7.0607 -1.2554
H 1.5571 -8.5789 -1.4543
H -0.8128 -8.9319 -1.2527
H -1.8619 -7.6235 -0.6916
H -0.2883 -9.2027 1.1186
H -0.8199 -5.8305 0.8554
H 1.8006 -2.7346 -0.3748

The HOMO energy comes out at -9.0 eV. As for the SMILES: CNC(=O)[C@@H](NC(C)=O)[C@@H](C)O.O=C(O)c1cccc(-c2cccc(CO)c2)c1. The total energy comes out at -37465.66899 eV.

=====

# 6
Entry from the OMol25 dataset: 11 unconnected molecules or ions with the total composition C35H64F2O19S4 in a non-equilibrium geometry (ωB97M-V/def2-TZVPD).

Element x y z (Å)
F 11.5836 2.2120 -6.5035
C 12.6514 1.7958 -7.2122
C 12.7631 0.4532 -7.5099
C 13.6279 -0.0116 -8.4876
C 14.4778 0.8958 -9.1248
C 14.4380 2.2822 -8.7952
C 13.5024 2.7332 -7.8580
H 12.0494 -0.1692 -6.9908
H 13.7902 -1.0709 -8.6216
H 15.1841 0.6004 -9.8866
H 15.1745 2.9872 -9.1514
H 13.4394 3.7636 -7.5407
F 11.4761 -4.2855 -17.2447
C 12.2164 -4.6888 -16.2557
C 11.7663 -5.7199 -15.4388
C 12.5054 -6.1325 -14.2897
C 13.6923 -5.4441 -14.0422
C 14.1197 -4.4056 -14.8274
C 13.3132 -3.9652 -15.8881
H 10.8819 -6.3180 -15.6021
H 12.2641 -6.9789 -13.6638
H 14.3069 -5.8402 -13.2474
H 15.1231 -4.0271 -14.6995
H 13.6556 -3.2072 -16.5769
C 13.5967 7.4177 -1.2006
S 14.9050 7.4459 0.1423
O 14.2649 8.2864 1.1476
C 14.7100 5.7721 0.8687
H 12.7323 6.9655 -0.7144
H 13.8349 6.6830 -1.9698
H 13.4384 8.4330 -1.5641
H 14.6332 4.9535 0.1530
H 13.7604 5.6959 1.3984
H 15.5574 5.6590 1.5448
C 9.9322 -5.8463 -4.2207
S 11.4123 -6.7087 -4.8611
O 11.8089 -6.0419 -6.1522
C 12.5384 -6.0968 -3.4785
H 9.0689 -6.0184 -4.8636
H 10.1071 -4.7846 -4.0460
H 9.8429 -6.4403 -3.3112
H 12.6444 -5.0132 -3.5314
H 13.4022 -6.7461 -3.6216
H 12.0445 -6.4396 -2.5693
C 8.0279 0.6885 1.3424
S 7.0674 -0.7662 2.0648
O 7.9540 -1.9837 2.0613
C 7.3766 -0.1376 3.7453
H 7.9167 0.6181 0.2604
H 9.0515 0.7770 1.7064
H 7.4371 1.5450 1.6673
H 8.3984 -0.2881 4.0938
H 6.7825 -0.7259 4.4446
H 7.0984 0.9065 3.8890
C 11.0232 4.6122 -14.0576
S 9.7298 3.4252 -13.4580
O 8.5257 3.6748 -14.3510
C 10.5218 1.7835 -13.8285
H 12.0271 4.3459 -13.7266
H 10.7236 5.6247 -13.7872
H 11.0302 4.6545 -15.1467
H 9.8763 0.9584 -13.5274
H 11.5212 1.7291 -13.3966
H 10.5960 1.6060 -14.9014
C 21.1156 3.1471 -7.7093
O 20.8699 4.2605 -6.9538
C 20.6280 5.4032 -7.4806
O 20.6575 5.6580 -8.7203
O 20.1966 6.2499 -6.5516
C 19.9859 7.5576 -6.9944
H 20.6349 3.1098 -8.6869
H 20.7771 2.2103 -7.2669
H 22.1765 3.0320 -7.9319
H 19.4354 7.6419 -7.9314
H 20.9470 8.0616 -7.0962
H 19.3086 8.0361 -6.2870
C 16.2698 2.4339 -18.7992
O 17.3731 2.8985 -18.0716
C 17.4070 2.6897 -16.7924
O 16.4807 2.3841 -16.1432
O 18.6612 2.9971 -16.3992
C 18.9567 3.2767 -15.0569
H 16.2301 1.3459 -18.8528
H 16.2327 2.7446 -19.8433
H 15.3094 2.6769 -18.3444
H 18.0640 3.6274 -14.5389
H 19.6451 4.1210 -15.0193
H 19.2681 2.3926 -14.5006
C 20.6221 -3.4507 -12.5634
O 19.7106 -3.6528 -11.4727
C 19.7997 -4.6922 -10.6716
O 20.4189 -5.7627 -10.7041
O 18.7355 -4.4707 -9.8434
C 18.3612 -5.5452 -8.9442
H 21.3354 -2.6448 -12.3905
H 19.8575 -3.1506 -13.2800
H 21.1102 -4.3705 -12.8855
H 17.8482 -6.4014 -9.3822
H 17.6232 -5.1360 -8.2543
H 19.2037 -5.9048 -8.3535
C 3.1172 -3.1104 -3.7994
O 4.0701 -2.3744 -4.6018
C 3.7268 -1.3274 -5.2520
O 2.6209 -0.7996 -5.2538
O 4.8076 -0.7517 -5.8549
C 4.7363 0.4481 -6.4925
H 2.5885 -2.3876 -3.1780
H 3.5457 -3.9317 -3.2250
H 2.4281 -3.6518 -4.4476
H 4.4328 0.4303 -7.5392
H 5.7056 0.9458 -6.4630
H 4.0361 1.1853 -6.0996
C 6.5600 -4.7211 -10.3525
O 5.1916 -4.4173 -10.3773
C 4.3749 -4.9778 -11.2446
O 4.7250 -5.6682 -12.1613
O 3.1482 -4.5658 -11.0005
C 2.0294 -4.8919 -11.9048
H 7.0441 -4.4940 -11.3023
H 6.9863 -5.6617 -10.0039
H 6.8770 -4.0130 -9.5869
H 1.6117 -5.8803 -11.7131
H 2.3367 -4.8864 -12.9506
H 1.2268 -4.1612 -11.8049

The HOMO energy comes out at -8.7 eV. The total energy comes out at -125002.97336 eV.